Record 1
{
  "formula": "C5H11N3",
  "method": "the ωB97M-V functional and the def2-TZVPD basis",
  "symbols": ["N", "N", "N", "C", "C", "C", "C", "C", "H", "H", "H", "H", "H", "H", "H", "H", "H", "H", "H"],
  "positions_angstrom": [[1.32498, -0.01517, -0.34453], [-2.77751, -1.21146, 1.05639], [1.61091, 2.16484, -1.27645], [-1.70355, -0.95692, 0.39041], [0.70386, -1.27760, -0.38024], [-0.32627, -1.42895, 0.66393], [1.49343, 3.37556, -0.77033], [1.09161, 0.87261, -1.17485], [1.87442, 4.18514, -1.32244], [1.72530, 0.15953, 0.55651], [-2.98591, -1.75168, 1.94038], [-1.83655, -0.36634, -0.63134], [0.57224, 3.43529, 0.00007], [0.08422, -0.67752, 1.43630], [0.19680, -1.34184, -1.40787], [2.21412, 2.17398, -2.08652], [-0.34438, -2.41938, 1.11527], [-3.70417, -0.89200, 0.73867], [1.40642, -2.03801, -0.32222]],
  "orbital_gap_ev": [6.0, 10.4],
  "energy_ev": -9810.34870,
  "lumo_ev": [-8.52, -9.86],
  "charge": 2,
  "multiplicity": 3
}


Record 2
{
  "formula": "C5H11N3O",
  "method": "the ωB97M-V functional and the def2-TZVPD basis",
  "symbols": ["O", "N", "N", "N", "C", "C", "C", "C", "C", "H", "H", "H", "H", "H", "H", "H", "H", "H", "H", "H"],
  "positions_angstrom": [[-1.59008, -0.19260, 0.75713], [-0.68832, 1.36914, -0.58997], [1.32432, -0.54758, -1.42145], [2.02570, 0.83572, 1.02588], [0.24350, 0.79213, 2.88926], [-0.76087, 0.11865, -0.07489], [0.07745, -0.98136, -0.86454], [-0.83964, -1.53619, -1.95153], [1.16052, 0.81181, 1.78448], [-1.09595, -0.75324, -2.66378], [0.08643, 1.64371, -1.16941], [-0.47773, -0.01582, 2.74300], [-0.30693, 1.73327, 2.92063], [0.79162, 0.65003, 3.82112], [1.19060, 0.09748, -2.19316], [-1.75646, -1.92034, -1.50963], [1.91228, -0.10390, -0.71040], [-0.32641, -2.33984, -2.47865], [-1.25879, 2.09963, -0.18947], [0.28876, -1.76069, -0.12464]],
  "orbital_gap_ev": 9.6,
  "energy_ev": -11881.49146,
  "lumo_ev": 0.79,
  "smiles": "C[C@@H](N)C(N)=O.CC#N",
  "charge": 0,
  "multiplicity": 1
}


Record 3
{
  "formula": "C5H11N3O",
  "method": "the ωB97M-V functional and the def2-TZVPD basis",
  "symbols": ["O", "N", "N", "N", "C", "C", "C", "C", "C", "H", "H", "H", "H", "H", "H", "H", "H", "H", "H", "H"],
  "positions_angstrom": [[-2.33998, 0.93425, 0.86112], [2.00229, -1.32794, 1.56408], [0.16032, 0.75892, 1.87216], [1.99378, -0.91002, 0.28226], [-1.81902, -0.24565, -1.21922], [1.28888, 0.30138, -1.61672], [-0.09424, 0.33915, 0.54815], [-1.34950, 0.35545, 0.06810], [1.07966, -0.16207, -0.19899], [-2.04113, 0.52771, -1.95806], [-2.73210, -0.82035, -1.04806], [0.67181, 1.16841, -1.83228], [1.13574, -1.25060, 2.09178], [-1.07116, -0.91443, -1.62885], [1.05038, -0.48729, -2.32868], [1.03259, 1.26084, 1.97074], [-3.18493, 0.83637, 0.41259], [2.50086, -2.19950, 1.66509], [2.33603, 0.55770, -1.75708], [-0.62028, 1.27767, 2.25188]],
  "orbital_gap_ev": 8.2,
  "energy_ev": -11879.85049,
  "lumo_ev": 0.75,
  "smiles": "CC(=N/N)/C(N)=C(\\C)O",
  "charge": 0,
  "multiplicity": 1
}


Record 4
{
  "formula": "C5H11N3O",
  "method": "the ωB97M-V functional and the def2-TZVPD basis",
  "symbols": ["O", "N", "N", "N", "C", "C", "C", "C", "C", "H", "H", "H", "H", "H", "H", "H", "H", "H", "H", "H"],
  "positions_angstrom": [[-0.58308, -0.62469, 1.88671], [-0.23255, -2.83107, 1.58863], [0.29540, -1.33320, -0.14988], [0.17852, -0.03753, -2.11316], [-0.15327, -1.64301, 1.10535], [1.16088, 2.33513, -0.63783], [0.48855, -0.12224, -0.77758], [0.99485, 0.94191, -0.12157], [-1.84002, -0.07301, 1.48233], [0.27365, -2.10666, -0.79377], [-2.28850, -0.61071, 0.63909], [1.29940, 0.81589, 0.91685], [2.18050, 2.49299, -0.99972], [0.62872, 0.73422, -2.59554], [0.12597, -3.50439, 0.91272], [0.45274, 2.57193, -1.43719], [0.97277, 3.04685, 0.17332], [-2.52566, -0.11966, 2.33234], [-1.69688, 0.97625, 1.20950], [0.26802, -0.90900, -2.62063]],
  "orbital_gap_ev": 8.4,
  "energy_ev": -11880.04600,
  "lumo_ev": 0.65,
  "smiles": "[H]/N=C(\\N/C(N)=C/C)OC",
  "charge": 0,
  "multiplicity": 1
}


Record 5
{
  "formula": "C5H11N3O",
  "method": "the ωB97M-V functional and the def2-TZVPD basis",
  "symbols": ["O", "N", "N", "N", "C", "C", "C", "C", "C", "H", "H", "H", "H", "H", "H", "H", "H", "H", "H", "H"],
  "positions_angstrom": [[-0.40856, 1.98143, -0.10926], [-2.38541, 0.82626, 0.37909], [1.99365, 0.67774, -0.99083], [1.92261, 0.04429, 1.23253], [-0.24514, -1.89394, 0.46032], [-0.84357, -0.10495, -1.29703], [-1.11116, 0.90268, -0.20387], [1.31227, 0.09324, 0.02282], [0.05641, -0.55292, -0.15883], [2.76624, 1.27900, -0.74282], [1.28284, -0.04120, 2.01044], [-1.65603, -0.80232, -1.49632], [1.39031, 1.11376, -1.68031], [-2.97912, 1.61965, 0.16813], [-2.38300, 0.59840, 1.36582], [-0.12836, -2.70438, -0.26735], [0.38963, -2.12764, 1.31793], [2.69815, 0.67770, 1.36707], [-1.27799, -1.90292, 0.81778], [-0.39377, 0.31610, -2.19533]],
  "orbital_gap_ev": 7.5,
  "energy_ev": -11879.31815,
  "lumo_ev": 0.68,
  "charge": 0,
  "multiplicity": 1
}


Record 6
{
  "formula": "C5H11N3O",
  "method": "the ωB97M-V functional and the def2-TZVPD basis",
  "symbols": ["O", "N", "N", "N", "C", "C", "C", "C", "C", "H", "H", "H", "H", "H", "H", "H", "H", "H", "H", "H"],
  "positions_angstrom": [[-1.36277, 0.94320, 0.59053], [-2.12702, 0.25624, -0.03645], [-3.22508, 0.76586, -0.58023], [-2.01355, -0.99833, -0.09247], [2.18414, -0.86542, -0.79766], [1.54805, 1.38455, 0.30271], [0.19982, -0.65937, 0.80891], [1.02831, 0.01848, -0.28651], [-0.90595, -1.38500, 0.65845], [-1.22462, -2.08976, 1.40343], [2.79253, -0.09649, -1.30928], [2.18194, 0.97835, 1.14035], [0.70235, 2.04498, 0.54106], [-3.77126, 1.47202, -0.14466], [-3.75149, -0.07795, -0.76555], [0.45846, 0.45172, -1.19764], [2.83693, -1.20201, 0.10399], [1.96704, 1.79458, -0.57546], [0.86007, -1.08977, 1.53510], [1.62209, -1.64587, -1.29863]],
  "orbital_gap_ev": 9.1,
  "energy_ev": -11875.38081,
  "lumo_ev": 0.79,
  "smiles": "CC(C)/C=C\\N=[N+](\\N)[O-]",
  "charge": 0,
  "multiplicity": 1
}


Please write out number 3 again, unchanged.
{
  "formula": "C5H11N3O",
  "method": "the ωB97M-V functional and the def2-TZVPD basis",
  "symbols": ["O", "N", "N", "N", "C", "C", "C", "C", "C", "H", "H", "H", "H", "H", "H", "H", "H", "H", "H", "H"],
  "positions_angstrom": [[-2.33998, 0.93425, 0.86112], [2.00229, -1.32794, 1.56408], [0.16032, 0.75892, 1.87216], [1.99378, -0.91002, 0.28226], [-1.81902, -0.24565, -1.21922], [1.28888, 0.30138, -1.61672], [-0.09424, 0.33915, 0.54815], [-1.34950, 0.35545, 0.06810], [1.07966, -0.16207, -0.19899], [-2.04113, 0.52771, -1.95806], [-2.73210, -0.82035, -1.04806], [0.67181, 1.16841, -1.83228], [1.13574, -1.25060, 2.09178], [-1.07116, -0.91443, -1.62885], [1.05038, -0.48729, -2.32868], [1.03259, 1.26084, 1.97074], [-3.18493, 0.83637, 0.41259], [2.50086, -2.19950, 1.66509], [2.33603, 0.55770, -1.75708], [-0.62028, 1.27767, 2.25188]],
  "orbital_gap_ev": 8.2,
  "energy_ev": -11879.85049,
  "lumo_ev": 0.75,
  "smiles": "CC(=N/N)/C(N)=C(\\C)O",
  "charge": 0,
  "multiplicity": 1
}


Copy entry 5 word for word.
{
  "formula": "C5H11N3O",
  "method": "the ωB97M-V functional and the def2-TZVPD basis",
  "symbols": ["O", "N", "N", "N", "C", "C", "C", "C", "C", "H", "H", "H", "H", "H", "H", "H", "H", "H", "H", "H"],
  "positions_angstrom": [[-0.40856, 1.98143, -0.10926], [-2.38541, 0.82626, 0.37909], [1.99365, 0.67774, -0.99083], [1.92261, 0.04429, 1.23253], [-0.24514, -1.89394, 0.46032], [-0.84357, -0.10495, -1.29703], [-1.11116, 0.90268, -0.20387], [1.31227, 0.09324, 0.02282], [0.05641, -0.55292, -0.15883], [2.76624, 1.27900, -0.74282], [1.28284, -0.04120, 2.01044], [-1.65603, -0.80232, -1.49632], [1.39031, 1.11376, -1.68031], [-2.97912, 1.61965, 0.16813], [-2.38300, 0.59840, 1.36582], [-0.12836, -2.70438, -0.26735], [0.38963, -2.12764, 1.31793], [2.69815, 0.67770, 1.36707], [-1.27799, -1.90292, 0.81778], [-0.39377, 0.31610, -2.19533]],
  "orbital_gap_ev": 7.5,
  "energy_ev": -11879.31815,
  "lumo_ev": 0.68,
  "charge": 0,
  "multiplicity": 1
}


Number 2 is which compound?
C5H11N3O


Which of these has the highest charge?
C5H11N3